Record 1
A structure of composition C10CuF14I2OS. Source: the Open Molecules 2025 dataset; level of theory: the ωB97M-V functional and the def2-TZVPD basis.

Last column: natural (NBO) charge in e.
Atoms and positions in Å:
Cu1 -1.06222 0.76210 1.09922  0.734
F1 4.62712 -3.04014 1.57802  -0.295
C1 3.47161 -2.43058 1.85912  0.250
C2 2.51479 -2.24940 0.87315  0.308
F2 2.75173 -2.68846 -0.36556  -0.300
C3 1.32175 -1.61752 1.17544  0.308
F3 0.44119 -1.47363 0.18399  -0.293
C4 1.03084 -1.13697 2.45141  -0.262
S1 -0.46945 -0.33054 2.89782  -0.308
C5 2.01426 -1.34403 3.42048  0.316
F4 1.81798 -0.92453 4.67476  -0.298
C6 3.21478 -1.97351 3.14159  0.259
F5 4.13054 -2.14147 4.10093  -0.296
F6 0.61138 3.18420 -2.03433  -0.324
C7 0.15905 1.91968 -2.08084  0.953
F7 0.94736 1.19580 -1.28163  -0.316
F8 0.35434 1.47526 -3.33822  -0.327
C8 -1.33054 1.84578 -1.60198  0.027
O1 -1.41056 1.98785 -0.27735  -0.893
C9 -1.93817 0.49393 -2.09813  0.953
F9 -3.08827 0.23251 -1.47500  -0.308
F10 -2.18236 0.46914 -3.42208  -0.327
F11 -1.09614 -0.51906 -1.83172  -0.322
C10 -2.11725 3.01216 -2.27961  0.957
F12 -3.44232 2.80021 -2.22467  -0.322
F13 -1.80087 3.17886 -3.58122  -0.331
F14 -1.88140 4.17216 -1.66448  -0.311
I1 -2.69942 -1.76240 1.56597  0.021
I2 -4.88976 -3.09740 0.53492  -0.252

The value obtained for the energy above the lowest of the compared OMol25 structures with the same formula, charge and spin is 0.000 eV. The calculation puts the HOMO energy at -5.62 eV. The calculation puts the LUMO energy at 0.05480 Eh. For the electronic energy, the calculation gives -4488.68535 Ha. The HOMO-LUMO gap comes out at 7.11 eV. The calculation puts the max |F| at 0.217 eV/Å. As for the charge: -1.

***

Record 2
A structure of composition C31H43Cl3N2P2S5SiYb at a distorted geometry. Source: the Open Molecules 2025 dataset; level of theory: the ωB97M-V functional and the def2-TZVPD basis.

Last column: Mulliken spin population.
Atoms and positions in Å:
Yb1 -0.80451 -0.82763 -1.76741  1.002
C1 -2.87744 -3.34247 -0.76444  0.003
C2 -1.84974 -3.48414 0.19906  0.002
C3 -0.61241 -3.44015 -0.45840  -0.002
C4 -0.85651 -3.29218 -1.87667  0.001
C5 -2.29201 -3.23694 -2.02870  -0.004
C6 -3.01450 -3.25621 -3.34882  0.001
C7 0.03653 -3.91259 -2.93760  -0.001
C8 0.72828 -3.79844 0.12733  0.001
C9 -2.05221 -3.75005 1.66081  0.000
C10 -4.35056 -3.31990 -0.49342  0.000
H1 -3.17196 -4.28330 -3.68795  0.000
H2 -2.44104 -2.74151 -4.12372  0.000
H3 -3.99274 -2.78108 -3.27220  0.000
H4 -0.22838 -4.96704 -3.04848  0.000
H5 1.08651 -3.86210 -2.66058  0.000
H6 -0.08297 -3.43645 -3.91238  0.000
H7 0.92525 -4.86305 -0.02619  0.000
H8 0.75247 -3.60435 1.19880  0.000
H9 1.53647 -3.23255 -0.33856  0.000
H10 -2.20287 -4.81673 1.84940  0.000
H11 -2.92463 -3.22647 2.05018  0.000
H12 -1.17617 -3.43697 2.22585  0.000
H13 -4.82944 -4.23117 -0.85523  0.000
H14 -4.82437 -2.47289 -0.99045  0.000
H15 -4.55091 -3.24244 0.57227  0.000
S1 2.86185 2.16024 -7.64826  0.000
C11 2.07184 1.32569 -6.47841  0.000
S2 0.34229 1.15980 -6.43162  0.000
C12 0.25114 0.16185 -4.98151  -0.001
C13 1.43820 -0.15676 -4.40098  0.002
S3 1.64675 -1.11419 -2.98720  0.000
S4 2.87827 0.49034 -5.18284  0.000
S5 -1.29737 -0.27847 -4.39567  0.001
C14 -1.87796 -0.31042 1.69510  0.001
P1 -0.03897 -0.14367 1.83613  -0.001
C15 0.04834 1.67294 1.54091  -0.001
N1 -0.71664 2.46407 2.24167  0.000
C16 -0.73775 3.77669 1.91769  0.000
C17 -1.63596 4.64522 2.55981  0.000
C18 -1.66245 5.97056 2.21315  0.000
C19 -0.77923 6.47305 1.24765  0.000
C20 0.10643 5.64928 0.60373  0.000
C21 0.12289 4.27494 0.90100  0.000
N2 0.92113 3.43924 0.20455  0.000
C22 0.87062 2.15808 0.49044  0.001
P2 1.52602 0.93258 -0.71032  -0.002
C23 1.71964 2.05763 -2.15419  -0.001
C24 3.33899 0.78265 -0.16144  0.000
C25 3.33934 0.35092 1.30083  0.000
C26 4.03862 -0.28104 -1.00156  0.000
C27 4.05977 2.12490 -0.29315  0.000
C28 0.13198 -0.18573 3.74960  0.000
C29 1.40681 0.54388 4.17650  0.000
C30 -1.04403 0.43779 4.49753  0.000
C31 0.26765 -1.66265 4.12369  0.000
H16 -2.20787 -1.08037 2.38741  0.000
H17 -2.13992 -0.66496 0.69272  -0.001
H18 -2.36711 0.64050 1.90196  0.000
H19 -2.29462 4.23754 3.31098  0.000
H20 -2.36800 6.63660 2.69069  0.000
H21 -0.80347 7.52959 1.02064  0.000
H22 0.78496 6.02728 -0.14771  0.000
H23 1.88830 3.07444 -1.80130  0.000
H24 0.79899 2.03184 -2.74429  0.000
H25 2.54471 1.71419 -2.77461  0.000
H26 2.70232 -0.52224 1.44269  0.000
H27 2.97379 1.16079 1.92870  0.000
H28 4.35244 0.09556 1.61234  0.000
H29 3.52397 -1.23468 -0.91810  0.000
H30 5.06612 -0.40909 -0.66406  0.000
H31 4.06264 -0.01138 -2.05524  0.000
H32 3.46017 2.92597 0.13783  0.000
H33 4.27705 2.36372 -1.33152  0.000
H34 5.00756 2.07622 0.24437  0.000
H35 1.40533 1.57284 3.82325  0.000
H36 2.29234 0.03880 3.80334  0.000
H37 1.46647 0.56351 5.26482  0.000
H38 -1.21694 1.45082 4.14951  0.000
H39 -0.80968 0.47014 5.56004  0.000
H40 -1.95354 -0.13919 4.37549  0.000
H41 1.08972 -2.12146 3.57733  0.000
H42 -0.64587 -2.20548 3.89209  0.000
H43 0.46797 -1.77181 5.18815  0.000
Cl1 -3.12128 2.84735 -0.06475  0.000
Si1 -1.91168 1.87935 -1.48931  -0.001
Cl2 -2.55992 2.89150 -3.17804  0.000
Cl3 -3.29330 -0.12848 -1.60075  0.001

The value obtained for the energy above the lowest of the compared OMol25 structures with the same formula, charge and spin is 2.089 eV. As for the spin multiplicity: 2. The calculation puts the HOMO energy (spin up / spin down) at -4.13 / -4.14 eV. The calculation puts the LUMO energy (spin up / spin down) at 0.04539 / 0.04539 Eh. For the electronic energy, the calculation gives -6819.28305 Ha. The HOMO-LUMO gap (spin up / spin down) comes out at 5.37 / 5.37 eV. The calculation puts the max |F| at 1.495 eV/Å. The expectation value of S² is 0.75. As for the charge: -1.

***

> Which formula does entry 2 have?

C31H43Cl3N2P2S5SiYb

***

Please write out number 1 again, unchanged.
A structure of composition C10CuF14I2OS. Source: the Open Molecules 2025 dataset; level of theory: the ωB97M-V functional and the def2-TZVPD basis.

Last column: natural (NBO) charge in e.
Atoms and positions in Å:
Cu1 -1.06222 0.76210 1.09922  0.734
F1 4.62712 -3.04014 1.57802  -0.295
C1 3.47161 -2.43058 1.85912  0.250
C2 2.51479 -2.24940 0.87315  0.308
F2 2.75173 -2.68846 -0.36556  -0.300
C3 1.32175 -1.61752 1.17544  0.308
F3 0.44119 -1.47363 0.18399  -0.293
C4 1.03084 -1.13697 2.45141  -0.262
S1 -0.46945 -0.33054 2.89782  -0.308
C5 2.01426 -1.34403 3.42048  0.316
F4 1.81798 -0.92453 4.67476  -0.298
C6 3.21478 -1.97351 3.14159  0.259
F5 4.13054 -2.14147 4.10093  -0.296
F6 0.61138 3.18420 -2.03433  -0.324
C7 0.15905 1.91968 -2.08084  0.953
F7 0.94736 1.19580 -1.28163  -0.316
F8 0.35434 1.47526 -3.33822  -0.327
C8 -1.33054 1.84578 -1.60198  0.027
O1 -1.41056 1.98785 -0.27735  -0.893
C9 -1.93817 0.49393 -2.09813  0.953
F9 -3.08827 0.23251 -1.47500  -0.308
F10 -2.18236 0.46914 -3.42208  -0.327
F11 -1.09614 -0.51906 -1.83172  -0.322
C10 -2.11725 3.01216 -2.27961  0.957
F12 -3.44232 2.80021 -2.22467  -0.322
F13 -1.80087 3.17886 -3.58122  -0.331
F14 -1.88140 4.17216 -1.66448  -0.311
I1 -2.69942 -1.76240 1.56597  0.021
I2 -4.88976 -3.09740 0.53492  -0.252

The value obtained for the energy above the lowest of the compared OMol25 structures with the same formula, charge and spin is 0.000 eV. The calculation puts the HOMO energy at -5.62 eV. The calculation puts the LUMO energy at 0.05480 Eh. For the electronic energy, the calculation gives -4488.68535 Ha. The HOMO-LUMO gap comes out at 7.11 eV. The calculation puts the max |F| at 0.217 eV/Å. As for the charge: -1.

***

> Among the records above, which one has the highest energy above the lowest of the compared OMol25 structures with the same formula, charge and spin?

C31H43Cl3N2P2S5SiYb